{
  "formula": "C4H9N",
  "method": "ωB97M-V/def2-TZVPD",
  "smiles": "C=CN.C=C",
  "lumo_energy_ev": 1.08,
  "charge": 0,
  "species": ["H", "H", "H", "C", "C", "H", "C", "N", "H", "H", "H", "H", "C", "H"],
  "coordinates": [[-1.210, 1.551, -0.975], [-3.456, 1.194, -1.683], [2.247, -0.858, 0.024], [-2.845, 0.286, -1.539], [-1.650, 0.519, -0.924], [2.358, 0.617, 2.793], [2.135, -0.642, 1.044], [-0.825, -0.501, -0.578], [-1.149, -1.479, -0.534], [-0.122, -0.280, 0.100], [1.477, -1.369, 1.561], [3.418, 1.058, 1.295], [2.567, 0.475, 1.674], [-2.945, -0.570, -2.260]],
  "forces_ev_per_a": [[-0.6, -1.0, 1.2], [0.3, -0.8, -0.4], [0.8, -0.1, -1.2], [0.7, 1.1, -0.9], [-1.3, 0.0, -1.6], [0.2, -0.2, -1.9], [-0.9, 1.0, 2.2], [1.1, -1.0, 0.3], [0.0, 1.2, -0.1], [0.3, -0.1, 0.0], [0.3, 0.7, -0.2], [-0.9, 0.2, -0.2], [0.6, -1.6, 1.3], [-0.4, 0.5, 1.5]]
}


{
  "formula": "C4H9N2",
  "method": "ωB97M-V/def2-TZVPD",
  "smiles": "[H]/N=C/[N+](C)=C/C",
  "lumo_energy_ev": -5.18,
  "charge": 1,
  "species": ["C", "C", "H", "H", "N", "C", "H", "H", "H", "H", "H", "H", "N", "C", "H"],
  "coordinates": [[1.233, 0.303, 0.629], [-0.653, 1.214, -1.412], [-1.434, 1.186, -2.267], [1.203, 1.373, 0.745], [-0.026, -0.342, 0.302], [-0.863, 0.023, -0.647], [-1.249, -1.975, 0.893], [1.798, -0.211, 1.461], [-0.682, 2.089, -0.841], [1.941, 0.106, -0.181], [0.155, -2.884, 2.717], [-1.820, -0.350, -0.689], [0.431, -2.018, 2.167], [-0.278, -1.607, 1.219], [0.363, 1.073, -1.667]],
  "forces_ev_per_a": [[2.2, -0.7, -0.4], [-1.3, -1.4, -2.6], [1.8, 0.5, 1.2], [-0.5, 0.3, 0.3], [-0.2, -1.7, 1.3], [2.0, 0.7, 3.8], [0.0, -0.3, 0.0], [-1.4, 0.6, -0.4], [-0.4, 1.4, 1.0], [-0.2, 0.2, -0.4], [0.0, 1.5, -1.2], [-1.8, -2.1, 0.0], [-0.2, 0.6, -1.1], [-1.3, -0.2, 0.0], [1.3, 0.6, -1.4]]
}


{
  "formula": "C4H9N2",
  "method": "ωB97M-V/def2-TZVPD",
  "smiles": "C=[NH+]C/C=N/C",
  "lumo_energy_ev": -5.34,
  "charge": 1,
  "species": ["N", "H", "H", "C", "N", "H", "H", "H", "C", "H", "H", "C", "H", "H", "C"],
  "coordinates": [[0.313, 0.909, -0.692], [1.978, 1.437, -1.878], [-0.056, 0.855, 2.077], [-1.072, -0.857, 0.299], [-0.503, -1.091, 1.678], [-0.584, -2.146, 1.888], [-1.931, -0.048, 0.308], [0.110, -0.847, -1.590], [0.896, 1.279, -1.905], [0.709, 0.539, -2.677], [0.344, -0.477, 3.427], [0.020, -0.172, 2.401], [0.439, 2.233, -2.169], [-1.601, -1.860, -0.017], [-0.196, -0.296, -0.759]],
  "forces_ev_per_a": [[-2.3, -3.5, 1.7], [-0.1, 0.1, 0.4], [0.4, 0.1, -0.2], [-3.4, -0.1, -0.3], [-0.3, -1.1, -1.4], [0.6, 2.4, 0.5], [1.5, -1.7, 0.7], [-0.3, -1.5, -1.4], [1.1, 1.1, -1.5], [0.0, 0.1, -0.4], [0.1, 0.5, -1.1], [-0.9, -1.7, 1.3], [0.2, 0.0, -0.3], [1.3, 2.0, 0.6], [2.1, 3.3, 1.4]]
}


{
  "formula": "C4H9N2",
  "method": "ωB97M-V/def2-TZVPD",
  "lumo_energy_ev": -5.32,
  "charge": 1,
  "species": ["H", "H", "C", "H", "C", "C", "H", "H", "C", "N", "N", "H", "H", "H", "H"],
  "coordinates": [[1.920, -2.131, -0.484], [-2.037, 0.225, -0.384], [0.840, -0.528, -1.144], [-1.273, -0.965, 0.438], [-1.152, 0.106, 0.278], [-0.965, 0.994, 1.466], [-1.796, 1.222, 2.192], [0.230, -2.262, -0.139], [0.206, 1.546, 1.410], [0.060, 0.534, -0.395], [1.054, -1.733, -0.423], [0.251, -0.595, -2.140], [0.908, 2.407, 1.619], [-0.090, 1.262, -1.016], [1.845, -0.080, -1.278]],
  "forces_ev_per_a": [[2.2, -1.3, 0.0], [0.2, 0.8, 0.6], [0.4, 0.2, -0.5], [0.9, 0.0, 0.6], [-1.5, 0.2, -0.1], [-3.1, -0.4, 1.0], [1.2, -0.2, -0.4], [1.0, -0.2, -0.5], [1.1, 0.1, -2.4], [2.6, -1.3, 2.4], [-3.8, 2.1, 0.3], [0.9, -0.1, 1.3], [-0.8, -1.5, -0.3], [-0.6, 1.9, -1.4], [-0.7, -0.2, -0.5]]
}


{
  "formula": "C4H9N2",
  "method": "ωB97M-V/def2-TZVPD",
  "lumo_energy_ev": -6.92,
  "charge": 1,
  "species": ["H", "H", "C", "N", "H", "H", "C", "N", "H", "H", "H", "C", "H", "C", "H"],
  "coordinates": [[4.522, 0.763, -1.735], [-2.110, 1.848, 1.316], [4.018, 0.011, -1.135], [2.666, 0.139, -0.650], [0.245, 0.291, 0.299], [-3.108, 0.506, 1.791], [-0.567, -0.297, -0.172], [3.533, 0.153, 0.196], [4.254, -1.008, -1.374], [-0.417, -1.173, 0.605], [-0.234, -0.599, -1.167], [-1.898, 0.097, 0.041], [-1.325, 0.174, 2.063], [-2.114, 0.670, 1.354], [-2.500, 0.028, -0.889]],
  "forces_ev_per_a": [[-0.3, 0.4, 0.6], [0.5, -2.0, -0.2], [0.9, -1.3, -1.7], [-1.1, 0.4, 0.0], [-0.5, 0.4, 0.0], [0.0, -0.2, -0.3], [1.9, -2.1, 0.3], [0.0, 0.7, 1.5], [0.5, -0.2, -0.4], [-0.4, 0.8, -1.3], [-0.3, -0.1, 0.2], [1.1, 1.1, -0.6], [-1.4, 1.7, -1.1], [-0.3, 0.2, 1.7], [-0.6, 0.2, 1.2]]
}


{
  "formula": "C4H9N2",
  "method": "ωB97M-V/def2-TZVPD",
  "lumo_energy_ev": -3.64,
  "charge": 1,
  "species": ["N", "H", "H", "H", "H", "H", "C", "H", "H", "C", "C", "H", "H", "C", "N"],
  "coordinates": [[0.372, -1.005, -1.124], [0.328, 2.026, 0.545], [-0.484, -1.567, -0.913], [-3.767, 0.284, -0.172], [0.939, 1.531, -1.136], [1.126, -1.604, -1.200], [0.370, -0.034, 0.282], [0.212, -0.373, -1.961], [1.518, -0.179, 1.863], [-1.599, 0.107, 0.345], [0.899, 1.325, -0.049], [1.975, 1.259, 0.310], [0.193, -1.387, 1.754], [-2.733, 0.149, -0.033], [0.649, -0.531, 1.489]],
  "forces_ev_per_a": [[-3.3, 2.2, 1.4], [0.1, 0.4, -0.2], [0.6, 0.5, -0.8], [-0.6, -0.1, -0.2], [-0.3, 0.1, 0.8], [2.3, -1.4, -0.4], [-5.9, 1.1, -0.8], [0.2, -1.2, 1.2], [0.0, -0.7, 0.6], [5.1, -0.6, -1.0], [2.0, -1.0, 0.0], [-1.0, 0.6, -0.4], [0.3, 0.1, 0.7], [-0.6, 0.2, 0.2], [1.1, -0.3, -1.1]]
}


{
  "formula": "C4H9N2",
  "method": "ωB97M-V/def2-TZVPD",
  "smiles": "C/C=C\\[NH+]=C\\N",
  "lumo_energy_ev": -3.80,
  "charge": 1,
  "species": ["N", "H", "H", "C", "H", "C", "H", "H", "C", "H", "H", "N", "H", "H", "C"],
  "coordinates": [[0.226, 0.709, 0.197], [2.698, -0.916, -1.226], [0.299, -0.391, -2.255], [-0.856, 0.144, 0.610], [-0.814, -0.908, 0.581], [1.872, -0.475, -0.827], [1.059, -1.914, -1.809], [0.032, 1.771, 0.138], [0.662, -1.001, -1.478], [2.222, 0.907, 0.834], [-2.615, -0.036, 1.576], [-2.006, 0.661, 1.034], [-2.199, 1.665, 0.973], [-0.107, -1.334, -0.717], [1.630, 0.349, 0.204]],
  "forces_ev_per_a": [[-1.5, 5.8, 1.3], [2.9, -0.4, -0.2], [-0.7, 0.6, -1.0], [-0.5, -0.6, 1.1], [-0.3, -1.1, 1.0], [-2.3, 1.8, 2.3], [-0.2, -1.5, -1.5], [1.1, -1.9, 0.1], [-0.4, -2.1, 1.6], [1.3, 0.9, 1.3], [0.9, 1.9, -1.4], [-0.1, -1.2, 0.3], [-0.1, -0.6, 0.4], [1.1, 0.3, -2.0], [-1.1, -2.1, -3.3]]
}


{
  "formula": "C4H9N2",
  "method": "ωB97M-V/def2-TZVPD",
  "lumo_energy_ev": -6.62,
  "charge": 1,
  "species": ["N", "H", "H", "H", "H", "H", "H", "H", "C", "C", "H", "N", "C", "H", "C"],
  "coordinates": [[0.122, 0.958, 1.342], [-0.157, -1.954, 1.513], [1.224, -0.140, -1.700], [1.610, 1.517, -1.383], [-3.255, 0.565, -0.981], [-0.773, -1.615, -0.260], [-0.849, 0.939, 1.793], [0.787, 1.615, 1.683], [1.294, 0.535, -0.854], [-2.224, 0.603, -0.835], [0.924, -2.359, 0.138], [0.195, 0.483, 0.019], [-0.024, -1.928, 0.442], [2.173, 0.318, -0.390], [-1.047, 0.462, -0.527]],
  "forces_ev_per_a": [[-1.2, -0.4, 1.0], [-0.5, 0.3, 0.0], [-0.7, -0.4, 0.2], [-1.5, -0.8, 1.1], [-1.0, 0.1, -0.5], [-0.4, -0.8, 0.0], [2.2, 0.2, -1.5], [0.4, 0.6, -0.3], [1.5, 2.5, -3.1], [3.5, -0.8, 1.1], [-0.2, 0.0, -0.4], [-2.8, -2.4, 1.7], [1.1, 1.5, -0.2], [2.3, -1.0, 1.8], [-2.8, 1.3, -1.1]]
}


{
  "formula": "C4H9N2",
  "method": "ωB97M-V/def2-TZVPD",
  "smiles": "C[NH2+][C@@H]1[C@H]2CN21",
  "lumo_energy_ev": -3.95,
  "charge": 1,
  "species": ["H", "N", "C", "H", "H", "C", "H", "H", "C", "C", "H", "H", "N", "H", "H"],
  "coordinates": [[-1.666, -1.966, 0.067], [1.034, 1.349, -0.470], [0.495, -0.394, -0.296], [-0.096, 1.073, 1.278], [-0.849, 0.539, -1.076], [-1.873, -0.939, 0.066], [1.043, -1.410, -0.377], [-1.696, -0.457, 1.068], [2.039, 1.160, 0.487], [0.712, 0.577, 0.767], [2.363, 2.105, 0.980], [-0.806, -0.948, -1.698], [-0.815, -0.410, -0.819], [2.921, 0.431, 0.466], [-2.806, -0.710, -0.442]],
  "forces_ev_per_a": [[-0.2, -1.5, 0.5], [-0.7, -3.6, -2.2], [3.6, 0.4, 1.2], [0.1, -0.4, 0.9], [-1.3, 2.1, -0.7], [0.2, 1.8, 0.6], [-0.3, 2.2, -0.2], [-0.8, -0.7, -1.0], [3.0, -0.7, 2.1], [-1.2, 1.1, 0.3], [-0.7, -0.7, -0.3], [-0.1, 0.3, 0.2], [0.1, -1.2, -1.5], [-1.3, 1.0, -0.7], [-0.3, -0.1, 0.6]]
}


{
  "formula": "C4H9N2",
  "method": "ωB97M-V/def2-TZVPD",
  "lumo_energy_ev": -5.92,
  "charge": 1,
  "species": ["C", "N", "H", "H", "C", "C", "H", "H", "H", "H", "N", "H", "C", "H", "H"],
  "coordinates": [[-2.150, -2.273, 0.670], [-0.232, -0.641, -0.039], [-2.487, -2.821, -0.141], [-1.658, -2.821, 1.366], [1.483, 1.135, 0.805], [0.870, 1.312, -1.544], [-2.962, -1.789, 1.218], [0.348, 0.778, -2.408], [1.747, 1.732, -1.922], [0.363, 2.341, -1.404], [1.235, 0.509, -0.502], [0.955, 2.124, 1.018], [-1.150, -1.248, 0.366], [2.510, 1.068, 0.858], [1.128, 0.594, 1.660]],
  "forces_ev_per_a": [[-0.5, 3.6, 0.9], [-2.4, -0.4, 0.9], [-0.4, -0.9, -1.8], [1.3, -2.4, 2.1], [-3.1, 1.3, -0.2], [-4.2, 1.9, -2.1], [-0.2, -0.1, -0.3], [1.1, 0.4, 1.2], [2.5, 0.0, -0.8], [-0.1, -1.7, 0.7], [-0.1, -1.5, 2.5], [1.2, -0.8, -1.0], [2.7, 1.0, -2.5], [2.5, 0.6, 0.2], [-0.1, -1.1, 0.0]]
}


{
  "formula": "C4H9N2",
  "method": "ωB97M-V/def2-TZVPD",
  "lumo_energy_ev": -4.79,
  "charge": 1,
  "species": ["C", "H", "C", "H", "H", "H", "N", "H", "C", "H", "H", "H", "C", "H", "N"],
  "coordinates": [[0.723, -0.194, 1.329], [0.065, -1.913, 0.269], [0.358, 1.026, 0.709], [0.573, -0.391, -2.592], [2.080, 0.085, 2.636], [0.535, 2.111, 0.772], [-0.068, -0.909, 0.491], [-1.732, 1.616, -1.097], [-1.598, 0.558, -0.986], [-2.612, 0.242, -0.714], [0.146, -0.641, -3.254], [1.892, -1.570, 2.286], [-0.557, 0.343, -0.027], [-1.364, 0.245, -2.003], [1.560, -0.606, 2.180]],
  "forces_ev_per_a": [[0.0, -1.0, -2.0], [-0.7, 1.3, -0.3], [-1.4, 3.8, -0.6], [-1.1, -0.8, -2.0], [1.1, 1.0, 1.0], [0.0, -0.9, 0.5], [-0.3, -3.4, 1.2], [0.1, 0.8, 0.0], [-1.2, 1.1, -0.9], [0.4, -0.6, 0.2], [1.3, 0.7, 1.9], [-0.7, 0.4, 0.0], [1.3, -0.4, -0.1], [0.1, -0.6, 0.3], [1.0, -1.4, 0.8]]
}


{
  "formula": "C4H9N2",
  "method": "ωB97M-V/def2-TZVPD",
  "lumo_energy_ev": -5.03,
  "charge": 1,
  "species": ["H", "H", "H", "N", "C", "H", "C", "C", "H", "H", "N", "H", "H", "H", "C"],
  "coordinates": [[-0.827, -1.223, 0.127], [2.130, 1.506, 0.570], [-2.910, -1.139, -0.486], [-0.674, -0.204, 0.100], [-1.902, 0.523, 0.226], [1.529, 1.614, -1.070], [1.230, 1.453, -0.033], [0.602, 0.110, 0.078], [1.080, -1.993, 0.232], [-3.839, 0.236, -0.044], [-2.920, -0.182, -0.118], [2.128, -1.038, -0.824], [0.531, 2.241, 0.239], [2.289, -0.881, 0.898], [1.554, -1.022, 0.105]],
  "forces_ev_per_a": [[0.3, 0.2, 0.0], [0.0, -0.1, 0.1], [0.0, 0.2, 0.1], [-0.2, -1.3, 0.0], [1.0, 1.9, 0.1], [0.0, -0.1, -0.1], [-1.2, 0.2, 0.2], [0.0, 0.0, 0.0], [0.0, 0.0, 0.0], [0.1, 0.0, 0.1], [-0.1, -0.8, -0.3], [0.0, 0.1, -0.1], [0.0, 0.1, 0.0], [-0.1, 0.1, 0.1], [0.1, -0.4, 0.0]]
}


{
  "formula": "C4H9N2",
  "method": "ωB97M-V/def2-TZVPD",
  "smiles": "C/N=C/C(C)=[NH2+]",
  "lumo_energy_ev": -6.67,
  "charge": 1,
  "species": ["H", "H", "N", "H", "C", "C", "H", "C", "H", "C", "N", "H", "H", "H", "H"],
  "coordinates": [[0.618, 1.627, -0.091], [2.619, 1.436, -0.371], [-2.283, 0.946, 0.093], [-3.047, 0.346, 0.433], [2.514, 0.309, -0.101], [0.307, 0.632, -0.055], [-0.315, -1.972, -0.161], [-1.160, -1.355, -0.135], [3.007, 0.009, -1.002], [-0.959, 0.081, -0.068], [1.265, -0.230, -0.018], [3.156, -0.190, 0.531], [-2.021, 1.829, 0.525], [-1.864, -1.697, -1.021], [-1.489, -1.801, 0.876]],
  "forces_ev_per_a": [[-0.5, 2.0, 0.0], [-0.3, -1.4, 1.7], [6.4, -3.9, -0.7], [0.4, 0.8, -0.1], [1.1, 3.1, -2.3], [1.6, -0.9, -0.3], [1.8, -0.1, -0.9], [-2.8, -2.0, 0.1], [-0.1, -1.2, -1.3], [-7.4, 2.1, 1.3], [-1.5, -0.2, -0.3], [1.6, -0.4, 2.2], [-0.8, -0.1, 0.0], [1.1, 0.9, 2.0], [-0.7, 1.2, -1.3]]
}


{
  "formula": "C4H9N2",
  "method": "ωB97M-V/def2-TZVPD",
  "lumo_energy_ev": [-5.07, -5.07],
  "charge": 1,
  "species": ["H", "C", "H", "N", "C", "H", "H", "H", "N", "H", "H", "C", "H", "C", "H"],
  "coordinates": [[2.877, 1.349, 0.115], [-1.122, 1.650, 0.184], [-1.624, -2.078, 0.892], [2.347, 0.536, 0.539], [-0.318, -0.786, -0.161], [3.024, -0.211, 0.746], [-1.285, 2.303, -0.684], [-0.386, -2.863, 0.320], [-0.415, 0.502, -0.137], [1.255, 0.023, -1.689], [-0.598, 2.340, 0.752], [-0.983, -1.972, 0.111], [-1.997, 1.452, 0.627], [0.721, -0.017, -0.755], [-1.496, -2.227, -0.861]],
  "forces_ev_per_a": [[-0.9, -1.5, 0.0], [0.7, 2.2, -2.5], [-2.4, 0.9, 2.1], [-2.1, 0.3, -1.2], [1.0, 2.8, 0.2], [-0.5, 0.1, -0.7], [-0.2, -0.7, -0.4], [0.9, 0.4, -0.6], [0.4, -2.0, -0.6], [-0.8, 0.3, -0.5], [1.7, 0.7, 1.7], [0.2, -3.3, -2.2], [-3.2, -1.0, 1.6], [5.0, 0.5, 2.3], [0.2, 0.2, 0.8]]
}


{
  "formula": "C4H9N2",
  "method": "ωB97M-V/def2-TZVPD",
  "smiles": "C=NC/C=C/[NH3+]",
  "lumo_energy_ev": -3.75,
  "charge": 1,
  "species": ["C", "H", "H", "H", "H", "H", "H", "H", "C", "H", "H", "C", "C", "N", "N"],
  "coordinates": [[0.379, -0.531, 1.165], [-2.083, -0.816, -3.217], [0.536, 0.954, -1.812], [-0.060, 1.468, 0.510], [1.047, -0.737, -1.393], [0.893, -0.043, 3.282], [-0.423, -0.189, -3.608], [-0.769, -0.127, 2.810], [0.207, 0.342, 0.194], [0.178, 1.094, 2.352], [0.961, -1.410, 1.225], [0.318, 0.057, -1.245], [-1.220, -0.462, -2.814], [0.238, 0.049, 2.478], [-0.962, -0.410, -1.596]],
  "forces_ev_per_a": [[1.7, 1.1, 0.0], [-2.7, -1.0, -0.7], [0.6, 0.1, -0.1], [0.3, -2.6, -0.9], [0.3, 0.1, -0.2], [-0.2, -0.8, -0.9], [-1.1, -0.2, 1.1], [1.8, -0.2, 0.1], [0.1, 2.7, 1.0], [0.3, -1.0, 0.1], [-0.1, -1.3, -0.7], [0.6, 0.1, 0.4], [3.7, 1.0, -1.5], [-3.2, 2.6, 2.5], [-2.0, -0.8, -0.2]]
}


{
  "formula": "C4H9N2",
  "method": "ωB97M-V/def2-TZVPD",
  "lumo_energy_ev": [-4.64, -4.64],
  "charge": 1,
  "species": ["H", "C", "H", "H", "H", "C", "H", "H", "H", "C", "H", "N", "H", "C", "N"],
  "coordinates": [[1.270, 2.313, -0.205], [1.185, 1.257, -0.402], [-2.196, 2.208, 0.412], [2.490, 0.706, 1.010], [2.766, -1.367, -0.324], [-2.645, -1.007, -0.104], [0.518, 0.924, -1.182], [-2.789, -1.662, 0.737], [1.011, -1.306, -0.586], [-1.769, 1.245, 0.239], [-2.864, -1.361, -1.096], [1.855, 0.397, 0.276], [1.678, -1.519, 1.053], [1.815, -1.025, 0.091], [-2.329, 0.197, 0.080]],
  "forces_ev_per_a": [[0.2, 0.1, 0.1], [-0.2, -0.4, 0.5], [-0.8, 0.3, 0.1], [-0.2, 0.3, -0.1], [0.0, 0.1, 0.0], [-0.6, -0.7, -0.1], [0.1, -0.1, -0.1], [0.0, 0.0, 0.2], [0.0, 0.1, 0.0], [1.7, 1.0, 0.0], [-0.1, 0.0, -0.2], [-0.1, 1.1, -0.2], [-0.1, 0.1, 0.0], [0.1, -1.2, -0.2], [0.0, -0.6, -0.1]]
}


So what do the calculations give for energy relative to the best compared isomer or geometry (same formula, charge and spin)? Going down the list: 54.1 62.9 72.3 111.2 141.5 114.0 66.2 188.3 117.5 124.4 86.6 52.3 96.7 153.7 79.7 93.0 kcal per mole.
So what do the calculations give for calculated total energy? Going down the list: -5781.466 -7265.414 -7265.006 -7263.320 -7262.006 -7263.199 -7265.272 -7259.976 -7263.047 -7262.745 -7264.386 -7265.876 -7263.950 -7261.476 -7264.688 -7264.109 eV.
So what do the calculations give for molar mass? Going down the list: 71.1 85.1 85.1 85.1 85.1 85.1 85.1 85.1 85.1 85.1 85.1 85.1 85.1 85.1 85.1 85.1 g/mol.